(1)
Computed, not measured: a cluster of 9 separate species, C35H83O17P in total, with wB97M-V/def2-TZVPD.

Energy above the lowest of the compared OMol25 structures with the same formula, charge and spin ... 0.0 kcal per mole
Calculated total energy ... -81731.425 eV

The geometry in XYZ format:
```
136
Properties=species:S:1:pos:R:3:mulliken_charge:R:1
P -5.788 22.507 -8.224 0.52
O -5.431 22.347 -9.755 0.09
O -10.938 19.685 -7.225 -0.48
O -9.002 20.205 -3.485 -0.23
O -7.007 19.385 -11.556 0.04
O -6.309 24.024 -8.197 -0.18
O -2.496 14.556 -9.359 -0.43
O -8.049 23.493 -14.526 -0.23
O -7.676 18.018 -5.245 0.08
O -7.163 21.691 -7.998 -0.12
O -2.788 22.888 -13.687 -0.36
O -5.123 18.369 -9.394 -0.11
O -4.139 16.380 -13.019 0.11
O -4.683 22.178 -7.313 -0.81
O -3.914 20.465 -14.908 -0.53
O -7.039 24.911 -12.335 -0.45
O -2.016 16.224 -15.039 -0.10
O -9.814 14.462 -14.950 -0.43
C -2.218 15.174 -14.129 -1.06
C -8.742 20.753 -2.209 -0.78
C -4.033 18.018 -10.222 -0.20
C -4.136 22.746 -14.081 -0.52
C -2.916 15.659 -12.872 -0.27
C -4.456 21.377 -10.189 -0.09
C -4.458 14.002 -8.175 -0.86
C -11.504 17.592 -8.031 -0.55
C -7.582 23.605 -12.164 0.60
C -11.708 18.564 -9.180 -0.35
C -8.659 15.890 -13.499 0.40
C -1.871 22.636 -14.732 -0.65
C -10.444 14.381 -13.668 -0.47
C -7.880 18.017 -3.856 -0.68
C -7.058 20.501 -7.232 0.08
C -6.662 24.640 -6.969 -0.90
C -6.037 25.160 -11.382 -0.43
C -4.674 21.317 -14.065 0.83
C -10.531 18.320 -7.117 0.52
C -11.263 19.917 -8.591 0.21
C -6.563 17.242 -5.634 -0.76
C -3.795 13.974 -9.535 0.17
C -8.811 15.504 -14.979 -0.41
C -2.371 15.077 -8.047 -0.64
C -8.615 23.415 -13.233 -0.73
C -10.070 15.716 -13.021 -0.58
C -3.798 15.213 -7.506 0.34
C -3.658 19.211 -14.302 -0.32
C -9.110 18.814 -3.466 -0.32
C -1.165 15.817 -16.101 -0.91
C -5.031 15.830 -13.940 -1.08
C -6.794 18.024 -11.215 0.43
C -9.049 23.345 -15.503 -0.84
C -8.028 19.980 -10.784 -0.34
C -6.304 17.715 -9.808 0.35
H -1.749 15.224 -16.811 0.34
H -3.896 16.942 -10.340 -0.33
H -4.693 20.969 -13.026 -0.66
H -6.698 16.217 -5.262 0.51
H -11.151 18.319 -10.084 0.00
H -9.504 18.395 -2.533 0.52
H -2.032 23.236 -15.634 0.29
H -5.669 15.034 -13.537 0.24
H -6.725 22.940 -12.363 -0.51
H -12.743 18.662 -9.518 0.35
H -7.276 20.606 -6.172 0.41
H -4.026 18.494 -11.206 0.03
H -7.983 16.985 -3.491 0.44
H -3.226 14.776 -12.296 0.11
H -3.004 19.375 -13.434 0.29
H -7.974 15.206 -12.996 0.01
H -8.263 16.905 -13.447 -0.06
H -6.502 17.272 -6.719 -0.16
H -10.723 16.480 -13.457 0.32
H -4.776 23.341 -13.427 0.17
H -9.559 22.377 -15.482 0.31
H -12.427 17.356 -7.505 0.25
H -9.966 13.578 -13.094 0.27
H -0.292 15.245 -15.777 0.33
H -0.906 22.861 -14.279 0.27
H -8.887 21.828 -2.134 0.25
H -5.635 17.616 -5.188 0.42
H -6.207 16.621 -9.723 0.05
H -3.708 12.958 -9.916 0.42
H -6.071 17.667 -11.948 -0.86
H -11.504 14.225 -13.847 0.31
H -7.063 17.937 -9.051 -0.31
H -3.184 18.481 -14.949 0.18
H -8.960 19.404 -10.788 0.20
H -4.403 14.581 -10.213 -0.28
H -3.131 18.413 -9.750 0.58
H -7.770 17.538 -11.332 0.23
H -1.268 14.734 -13.798 0.52
H -7.738 24.629 -6.819 0.30
H -4.630 15.583 -14.926 0.49
H -7.922 15.046 -15.409 0.22
H -4.209 16.176 -7.834 -0.51
H -7.648 19.670 -7.632 -0.72
H -5.762 16.600 -14.221 0.14
H -9.789 24.151 -15.442 0.33
H -5.006 20.709 -10.849 -0.53
H -5.700 21.283 -14.448 0.34
H -9.200 16.311 -15.601 0.29
H -6.066 20.043 -7.335 0.33
H -3.643 21.880 -10.710 0.35
H -7.930 23.344 -11.160 0.39
H -1.881 14.331 -7.407 0.35
H -1.823 16.015 -8.018 0.34
H -2.293 16.258 -12.212 0.36
H -5.546 14.008 -8.200 0.36
H -0.794 16.714 -16.594 0.23
H -9.056 22.412 -13.135 0.33
H -9.429 20.287 -1.493 0.34
H -6.205 25.627 -6.946 0.27
H -5.432 26.037 -11.621 0.35
H -4.016 15.222 -6.437 0.48
H -9.425 24.139 -13.078 0.42
H -5.295 24.372 -11.223 0.04
H -1.853 21.605 -15.091 0.22
H -4.059 20.842 -9.330 0.48
H -4.252 23.125 -15.104 0.42
H -10.260 15.762 -11.946 0.29
H -11.076 16.669 -8.431 0.33
H -4.578 18.822 -13.854 0.09
H -7.010 18.432 -3.323 0.33
H -6.508 25.382 -10.420 0.24
H -2.765 14.317 -14.546 0.44
H -8.155 20.999 -11.146 0.03
H -9.868 18.574 -4.222 -0.12
H -10.301 20.193 -9.057 -0.40
H -4.124 13.140 -7.588 0.35
H -8.554 23.475 -16.467 0.26
H -7.732 20.536 -1.846 0.28
H -11.952 20.755 -8.656 0.39
H -7.685 20.112 -9.749 -0.04
H -10.624 17.995 -6.084 0.09
H -9.480 18.239 -7.413 -0.36
H -6.209 24.136 -6.108 0.36
```

(2)
Computed, not measured: a cluster of 12 separate species, C35H84NO11S10 in total, with wB97M-V/def2-TZVPD.

Net charge ... -1
Calculated total energy ... -170012.102 eV

The geometry in XYZ format:
```
141
Properties=species:S:1:pos:R:3:mulliken_charge:R:1
S -4.291 -5.392 -0.704 0.54
S 2.049 -1.056 -6.470 0.41
S 0.895 1.418 6.785 0.36
S -3.942 -2.347 -5.706 0.55
S 5.114 -0.796 -1.736 1.18
S -4.432 2.837 -3.227 0.49
S 4.585 4.444 -2.389 0.36
S -3.569 -1.183 6.656 0.59
S -5.832 -0.417 2.286 0.49
S -2.647 4.024 3.485 0.21
O 5.792 0.074 -2.724 -0.79
O -3.498 3.422 2.431 -0.47
O 1.221 0.567 -1.903 -0.87
O -3.089 2.258 -3.115 -0.44
O 4.615 4.048 -3.792 -0.60
O 3.265 -0.374 -6.013 -0.55
O -3.857 -2.505 7.258 -0.70
O -5.610 -4.811 -0.356 -0.62
O -2.677 -2.689 -6.410 -0.66
O -7.101 -0.336 1.531 -0.72
O -0.562 1.467 6.464 -0.42
N 0.980 -0.201 -0.795 1.14
C 2.879 4.109 -1.869 -0.08
C -3.419 -1.045 -4.593 -0.69
C 0.011 -2.005 -2.070 -1.08
C 0.803 -0.319 1.663 -0.87
C -4.446 4.124 -4.460 -1.10
C 3.929 -1.685 -2.714 -1.04
C 5.350 3.248 -1.283 -0.61
C -2.643 2.922 4.896 -0.68
C 9.054 -0.504 1.426 -0.53
C 2.738 0.689 0.623 -1.77
C -2.906 -0.181 7.983 -0.88
C -4.675 -6.647 -1.939 -0.98
C -0.907 3.720 3.067 -0.32
C 1.788 -2.646 -5.639 -0.50
C 1.676 0.885 5.265 -0.43
C -4.606 3.958 -1.833 -0.74
C 1.460 3.115 6.750 -0.68
C -0.495 -1.846 0.318 -1.32
C 6.173 -2.210 -1.319 -1.22
C -0.577 -0.944 1.554 0.26
C 0.674 -0.169 -5.777 -0.56
C -0.228 -1.002 -0.936 1.50
C -1.518 -0.215 -1.249 -0.60
C -3.472 -4.251 -1.788 -0.30
C -4.905 -1.802 1.633 -0.41
C -2.043 -1.392 5.703 -0.45
C 1.224 0.511 0.441 3.07
C 6.412 -1.026 1.952 -0.01
C -4.786 0.869 1.624 -0.52
C 8.710 -1.668 2.084 -0.31
C 7.366 -1.985 2.275 -0.77
C 0.555 1.892 0.548 -1.82
C -4.979 -1.354 -6.828 -0.93
C 8.068 0.375 0.981 -0.21
C 6.730 0.155 1.313 -0.30
H 2.117 -2.600 -4.599 -0.10
H 2.755 3.197 -1.288 -0.46
H 1.455 -1.118 2.021 0.72
H 1.059 3.762 7.523 0.34
H 3.065 1.391 1.409 0.27
H 2.704 1.260 5.220 0.46
H -2.076 -0.916 4.726 -0.06
H -2.686 -4.762 -2.350 0.49
H -0.519 1.827 0.739 0.25
H -5.080 -2.778 2.072 0.42
H -3.675 2.814 5.233 0.42
H 0.734 0.780 -6.323 0.39
H 4.967 2.233 -1.210 -0.16
H 3.723 -2.678 -2.289 0.42
H -5.835 -2.002 -7.018 0.31
H 1.160 1.435 4.475 -0.23
H -1.602 0.235 -2.236 0.22
H -1.910 -2.466 5.583 0.50
H -2.894 -0.221 -5.071 0.49
H -2.305 1.927 4.600 -0.01
H -4.395 0.563 0.646 0.09
H -4.276 -0.683 -4.018 0.52
H 6.396 3.180 -1.593 0.41
H -0.719 -2.817 -2.023 -0.03
H -5.575 -7.175 -1.637 0.37
H 2.496 -3.341 -6.092 0.40
H -1.685 0.605 -0.550 -0.16
H 2.434 4.962 -1.352 0.40
H 5.325 3.723 -0.297 0.41
H 5.623 -2.912 -0.695 0.32
H 7.080 -1.846 -0.845 0.25
H 6.037 0.953 1.087 0.30
H -1.984 3.289 5.677 0.38
H -1.228 -0.995 6.302 0.06
H -1.399 -2.439 0.155 -0.05
H 5.372 -1.214 2.202 0.37
H -5.369 4.702 -4.542 0.39
H -5.483 4.599 -1.933 0.41
H 3.227 1.141 -0.242 -0.55
H 8.402 1.286 0.500 0.37
H 0.690 2.447 -0.382 0.11
H -5.391 1.760 1.494 0.38
H -2.983 -3.490 -1.186 -0.50
H -0.730 4.394 2.228 0.43
H -0.141 -1.523 -3.036 -0.04
H -4.353 3.675 -5.457 0.32
H -1.887 -0.462 8.251 0.24
H -0.293 -0.608 -6.014 0.20
H 7.114 -2.812 2.926 0.41
H -2.351 -0.928 -1.139 0.07
H 0.736 0.389 2.508 -1.07
H -4.804 3.339 -0.958 0.04
H -5.318 -0.404 -6.427 0.27
H 1.034 3.512 5.818 -0.02
H -0.847 2.686 2.745 -0.37
H -4.402 -1.243 -7.744 0.31
H 2.546 3.160 6.681 0.40
H 2.987 -1.136 -2.754 -0.10
H 1.044 -2.337 -2.003 0.28
H -3.846 -1.549 1.521 -0.25
H 1.695 -0.193 5.170 0.34
H 10.072 -0.313 1.105 0.33
H -2.726 -1.513 -3.892 -0.18
H 0.342 -2.545 0.441 0.37
H -4.908 -6.110 -2.863 0.25
H -3.896 1.079 2.210 0.18
H -0.326 4.080 3.912 0.33
H 0.729 -2.845 -5.784 0.31
H -0.762 -1.572 2.434 0.46
H -3.685 4.527 -1.726 0.29
H -3.862 -7.330 -2.181 0.34
H 0.743 0.114 -4.721 0.06
H 3.117 -0.299 0.884 0.55
H -5.207 -1.878 0.578 0.35
H 4.410 -1.928 -3.664 0.49
H 1.023 2.485 1.341 0.44
H 9.502 -2.316 2.441 0.37
H -3.541 -0.295 8.860 0.42
H 6.388 -2.679 -2.284 0.46
H -4.130 -3.775 -2.517 0.33
H -1.441 -0.304 1.365 -0.46
H -3.628 4.849 -4.426 0.34
H 2.326 3.985 -2.799 0.34
H -2.881 0.877 7.718 0.24
```

(3)
Computed, not measured: a cluster of 7 separate species, C35H85B2FN3O13S7 in total, with wB97M-V/def2-TZVPD.

Energy above the lowest of the compared OMol25 structures with the same formula, charge and spin ... 0.0 kcal per mole
Net charge ... +1
Calculated total energy ... -148673.073 eV

The geometry in XYZ format:
```
146
Properties=species:S:1:pos:R:3:mulliken_charge:R:1
S -7.818 -5.239 4.779 0.42
S -1.602 7.876 3.273 0.32
S -5.836 2.368 1.837 0.41
S 5.150 -6.753 -8.758 0.33
S 5.554 -1.637 -8.330 0.77
S -1.112 3.232 -2.329 1.04
S 2.061 -4.061 -5.219 0.64
F -0.677 2.252 -3.498 -0.24
O 0.060 -0.426 -2.513 -0.54
O -1.106 7.091 2.107 -0.49
O 3.316 2.780 1.601 -1.04
O -2.112 -0.280 -1.428 -0.61
O -4.619 1.582 2.188 -0.47
O -6.606 -5.172 3.917 -0.48
O 2.711 0.784 0.392 -0.38
O 2.725 -4.468 -3.946 -0.65
O -0.858 4.552 -2.783 -0.66
O 3.930 -6.453 -7.955 -0.50
O -2.395 2.766 -1.923 -0.44
O 4.702 -1.705 -9.542 -0.64
O 0.347 2.273 2.458 0.28
N 0.136 1.099 0.538 0.97
N 1.064 5.666 -0.714 -0.38
N 1.459 2.497 -1.853 -0.31
C -2.183 3.382 0.955 -1.86
C 0.758 3.242 3.437 -0.20
C -3.917 -4.523 2.477 -0.43
C 3.355 -3.640 -6.382 -0.88
C -7.241 1.274 2.056 -1.01
C -2.957 -2.138 2.836 -0.43
C -0.954 4.200 0.539 -1.99
C -1.379 -0.342 1.990 -0.05
C 7.238 -1.307 -8.866 -1.07
C 0.207 2.857 5.891 -1.79
C 5.315 -0.016 -7.590 -1.14
C 0.350 -1.851 -2.480 -0.24
C 6.254 -7.667 -7.678 -0.95
C -4.129 -3.011 2.380 -0.97
C -2.008 -1.712 1.707 -0.55
C -1.146 6.968 4.747 -0.78
C -5.903 2.411 0.044 -0.74
C -7.491 -6.493 6.020 -0.97
C 6.100 -5.231 -8.779 -0.96
C 1.737 -2.073 -1.923 -0.90
C 2.917 3.829 6.023 -1.53
C 1.139 2.502 4.730 0.57
C -9.046 -6.180 3.869 -0.99
C 1.460 4.510 0.081 -2.27
C 0.812 2.299 1.138 -0.52
C 1.540 -5.555 -6.059 -1.01
C -0.199 1.240 -0.684 -1.12
C -0.447 9.228 3.503 -1.02
C 4.008 0.585 -0.169 -0.95
C -3.552 -4.984 3.886 -1.34
C -0.015 -0.148 1.309 -1.58
C 3.162 1.356 5.707 -1.64
C 2.638 2.651 5.086 1.01
C 0.194 2.634 -1.161 0.64
C 0.348 3.453 0.166 2.26
B -0.817 0.085 -1.609 1.50
B 2.397 1.934 1.033 1.48
H 7.590 -2.182 -9.409 0.30
H 0.752 -6.009 -5.461 0.37
H -7.159 -7.407 5.528 0.30
H -4.398 -2.746 1.352 0.38
H 5.468 0.751 -8.349 0.40
H 4.256 1.415 -0.830 0.32
H 4.293 0.029 -7.218 0.31
H -5.824 1.394 -0.340 0.24
H 1.407 1.767 -2.555 0.41
H 2.702 3.564 7.058 0.32
H -0.697 9.765 4.417 0.40
H 4.770 0.483 0.605 0.31
H 1.730 4.779 1.107 0.18
H 1.158 -5.296 -7.045 0.38
H -4.058 -4.388 4.646 0.27
H -2.177 3.192 2.024 0.12
H 3.969 -0.336 -0.746 0.21
H -3.363 -1.227 3.275 0.38
H 0.296 -2.213 -3.506 0.43
H -0.409 -2.381 -1.901 0.22
H 3.958 4.143 5.946 0.43
H -2.304 2.459 0.402 0.02
H 6.199 -4.869 -7.755 0.30
H -6.704 -6.112 6.668 0.30
H -0.549 9.892 2.648 0.34
H -8.140 1.766 1.685 0.40
H -3.144 -4.842 1.770 0.32
H -2.582 -0.422 -2.256 0.30
H 1.888 6.154 -1.036 0.31
H 2.494 -1.761 -2.643 0.27
H 2.920 -3.450 -7.364 0.48
H -3.804 -6.033 4.038 0.34
H 1.584 3.847 3.067 0.20
H -0.768 2.392 5.727 0.45
H -1.229 -2.462 1.541 0.39
H -1.238 -0.229 3.067 0.54
H 7.244 -0.438 -9.523 0.36
H -1.208 4.865 -0.287 1.11
H 2.681 1.156 6.667 0.34
H -1.740 6.057 4.760 0.26
H 5.800 -8.639 -7.496 0.35
H -4.852 -5.005 2.187 0.37
H -2.392 -2.634 3.630 0.32
H -5.006 -2.777 2.992 0.40
H 0.773 -0.140 2.059 0.43
H 2.973 0.499 5.055 0.41
H 0.567 8.831 3.549 0.31
H -3.086 3.964 0.756 0.70
H -0.082 6.730 4.708 0.10
H 4.036 2.329 2.053 0.29
H 7.868 -1.139 -7.993 0.36
H -0.103 3.896 3.601 -0.08
H -9.346 -5.582 3.011 0.31
H 7.079 -5.400 -9.227 0.48
H -2.478 -4.886 4.068 0.42
H 6.368 -7.127 -6.739 0.29
H -8.394 -6.670 6.603 0.41
H -7.340 1.078 3.121 0.34
H 6.015 0.109 -6.765 0.37
H -0.709 4.859 1.373 0.56
H 0.586 2.452 6.830 0.45
H -1.376 7.566 5.629 0.54
H 2.308 4.698 5.757 0.34
H 3.865 -2.750 -6.020 0.26
H -7.057 0.341 1.522 0.28
H 3.186 2.813 4.155 0.00
H 0.955 1.442 4.528 -0.08
H -2.081 0.436 1.707 -0.23
H -2.613 -1.619 0.802 0.06
H 2.364 4.096 -0.362 0.87
H 1.887 -3.140 -1.757 0.48
H 1.689 3.365 -2.325 0.37
H -5.062 3.006 -0.306 0.12
H 1.884 -1.523 -0.991 0.01
H 7.216 -7.797 -8.173 0.37
H 0.528 6.325 -0.161 0.16
H 2.390 -6.229 -6.152 0.24
H 5.537 -4.511 -9.373 0.29
H -6.838 2.874 -0.271 0.47
H -8.603 -7.117 3.532 0.31
H 4.050 -4.476 -6.438 0.14
H 0.065 3.929 5.996 0.32
H -9.908 -6.365 4.508 0.40
H 0.214 -0.972 0.628 0.64
H 4.239 1.403 5.884 0.44
```

Ordered LUMO results: 0.3, 1.5, -2.4; unit eV.